1.
Below is 11 unconnected molecules or ions with the total composition C32H51BCl20F15O5S, with properties calculated with wB97M-V/def2-TZVPD.

Output
Charge   -1
LUMO level   1.646 eV
Frontier orbital gap   6.1071 eV
Highest occupied orbital energy   -4.46 eV

The geometry in XYZ format:
```
125
Properties=species:S:1:pos:R:3:forces:R:3:lowdin_charge:R:1
O -0.0949 -3.1792 -0.4548 -1.1 3.0 4.6 -0.38
S -0.3950 -2.0315 0.5868 1.6 0.6 -8.6 0.92
O -0.6901 -0.7668 -0.2516 0.3 -3.3 3.9 -0.35
C 1.1180 -1.9254 1.6889 1.5 -2.0 4.0 -0.27
O 0.9590 -1.3910 3.0830 -0.3 0.5 -4.7 -0.13
B 2.4004 -1.3835 3.5195 0.5 -2.3 1.0 -0.67
O 3.3454 -1.5499 2.3588 -2.0 0.1 -3.3 -0.12
C 2.5538 -1.4255 1.0896 1.8 1.8 0.9 -0.21
C 2.8292 0.1242 0.6821 -0.4 0.8 -0.2 -0.12
C 1.6396 1.1929 0.9982 1.1 1.2 0.9 -0.24
O 1.0811 1.7004 -0.2737 -0.6 1.8 1.3 -0.20
C 0.6542 3.1040 -0.1688 0.6 -0.7 -1.2 -0.08
C -0.7150 3.3258 0.7443 -1.0 -0.5 -2.0 -0.11
F -1.4130 2.0388 1.0712 2.2 4.2 -0.6 0.01
F -1.6720 4.0634 -0.1632 2.2 -2.0 3.0 -0.06
C -0.4750 4.3054 2.0357 0.4 2.4 0.0 -0.09
F 0.9069 4.2502 2.6045 -4.6 -0.1 -1.8 -0.01
F -0.6317 5.7188 1.5248 0.7 -4.3 1.5 0.00
C -1.5620 4.1422 3.2509 -1.1 2.3 0.9 -0.10
F -2.9658 3.8612 2.7743 4.7 0.6 1.4 0.01
F -1.6552 5.5016 3.9046 0.1 -4.2 -1.9 0.00
C -1.1245 3.1046 4.4437 0.7 -0.9 1.7 -0.05
F -0.2883 1.9626 4.0091 -2.4 3.9 1.0 -0.02
F -0.3978 3.8902 5.5076 -1.7 -2.4 -3.4 -0.04
C -1.9819 -2.5061 1.4613 -1.6 -3.0 2.2 -0.22
F -1.6089 -3.5434 2.4798 -1.2 3.1 -3.2 0.00
F -2.9745 -3.1658 0.5448 3.1 2.4 2.8 0.00
C -2.7164 -1.2939 2.2830 -0.4 0.6 2.9 -0.10
F -3.3878 -1.9439 3.4700 1.9 2.1 -3.6 0.01
F -1.8050 -0.2712 2.8470 -2.9 -3.7 -2.2 0.05
C -3.9045 -0.5144 1.4667 -2.6 2.6 -1.2 -0.15
F -5.2079 -1.2150 1.5517 4.5 2.2 -0.3 0.04
F -4.1303 0.8398 2.0977 0.8 -4.7 -2.1 0.02
F -3.6234 -0.2584 0.0355 -0.9 -1.1 5.1 0.05
H 1.3306 -3.0802 1.9076 -0.7 2.0 -1.0 0.17
H 2.5055 -2.4657 4.0250 0.1 -0.9 0.8 0.05
H 2.7127 -0.5975 4.3455 -0.3 0.3 -0.2 -0.01
H 2.9682 -2.0282 0.1744 -1.0 0.4 2.2 0.16
H 3.1202 0.2167 -0.4544 -0.8 -0.1 2.1 0.12
H 3.7905 0.4802 1.2939 -2.3 -1.3 -1.2 0.08
H 0.8106 0.8393 1.7412 1.4 0.3 -1.6 0.12
H 2.1585 2.1352 1.5165 -1.4 -2.2 -1.0 0.02
H 0.4203 3.4623 -1.2835 0.1 -0.9 2.7 0.09
H 1.5654 3.7535 0.1830 -2.0 -1.1 0.0 0.12
H -2.0737 2.6646 4.9723 2.0 0.9 -1.2 0.19
Cl -1.0216 -6.7608 0.3023 0.0 -0.1 0.0 0.55
C -1.4401 -5.8390 -1.1632 -0.1 0.1 -0.3 -0.67
C -2.2965 -6.6481 -2.1248 -0.2 0.4 0.2 -0.64
Cl -1.3884 -7.9870 -2.8701 0.1 -0.2 0.0 0.55
H -0.5093 -5.5073 -1.6336 -0.2 -0.1 0.2 0.06
H -1.9891 -4.9521 -0.8332 0.1 -0.2 -0.1 0.05
H -2.6436 -6.0082 -2.9416 0.2 -0.1 0.1 0.07
H -3.1748 -7.0693 -1.6260 0.3 0.0 -0.1 0.07
Cl 4.3363 2.7928 0.7603 0.5 0.6 -0.2 0.70
C 4.7835 4.3154 -0.0485 0.1 0.1 0.0 -0.62
C 4.9808 5.4538 0.9402 0.3 0.0 -0.2 -0.65
Cl 3.4495 5.9616 1.6950 0.0 -0.1 0.0 0.57
H 4.0079 4.5500 -0.7842 0.1 0.0 0.2 0.07
H 5.7165 4.1254 -0.5872 -0.1 0.1 0.1 0.07
H 5.3841 6.3294 0.4228 -0.1 -0.2 0.0 0.07
H 5.6780 5.1790 1.7377 -0.2 -0.1 -0.1 0.06
Cl -1.1908 4.0851 -3.0611 -0.2 0.1 -0.5 0.59
C -2.5804 2.9710 -3.0406 -0.2 -0.3 0.0 -0.62
C -2.3618 1.7645 -3.9401 0.0 -0.1 0.6 -0.65
Cl -2.3636 2.2038 -5.6662 0.0 0.1 -0.2 0.54
H -3.4723 3.5346 -3.3316 0.2 -0.1 0.0 0.07
H -2.7083 2.6436 -2.0046 0.1 0.0 -0.2 0.07
H -3.1713 1.0426 -3.7965 0.1 0.2 0.0 0.08
H -1.4151 1.2624 -3.7183 -0.2 0.2 -0.1 0.04
Cl -0.1332 7.2513 -2.9936 0.0 0.2 0.0 0.52
C -1.6911 7.9304 -3.5267 -0.2 0.0 -0.1 -0.66
C -1.5472 8.7836 -4.7773 -0.2 -0.3 0.0 -0.67
Cl -0.6611 10.2960 -4.4608 0.1 0.0 0.0 0.52
H -2.1152 8.5018 -2.6953 0.2 -0.1 -0.2 0.07
H -2.3529 7.0831 -3.7294 0.1 0.1 -0.1 0.06
H -2.5362 9.0683 -5.1486 0.1 0.0 0.1 0.07
H -1.0264 8.2452 -5.5751 0.0 0.1 0.3 0.07
Cl -0.1386 -1.1523 -4.7727 0.0 0.0 0.0 0.56
C -0.7520 -0.9708 -6.4350 0.0 0.0 -0.3 -0.67
C -0.0755 -1.9281 -7.4039 -0.5 0.0 0.0 -0.69
Cl 1.6350 -1.5121 -7.6756 0.1 0.0 0.0 0.53
H -0.6141 0.0722 -6.7363 0.0 -0.3 0.1 0.04
H -1.8261 -1.1754 -6.4001 0.2 0.0 -0.1 0.07
H -0.5708 -1.8820 -8.3783 0.1 0.1 0.2 0.07
H -0.1214 -2.9618 -7.0477 0.2 0.6 -0.2 -0.06
Cl 6.1932 2.5077 4.4980 0.1 0.0 0.0 0.53
C 4.7682 3.5729 4.5833 -0.4 0.3 0.1 -0.69
C 3.5421 2.8492 5.1175 0.0 0.3 -0.2 -0.60
Cl 2.9289 1.6304 3.9724 0.4 0.9 0.4 0.70
H 4.5907 3.9838 3.5846 -0.1 -0.3 0.2 0.02
H 5.0308 4.4000 5.2494 -0.1 -0.5 -0.3 -0.05
H 2.7309 3.5647 5.2824 0.2 0.0 -0.1 0.07
H 3.7517 2.3479 6.0674 0.1 0.0 -0.2 0.08
Cl 5.2107 5.9797 6.8510 0.0 0.3 0.4 0.61
C 6.6971 6.4777 7.6966 0.3 0.1 0.1 -0.64
C 7.8467 5.5126 7.4526 0.1 0.2 -0.1 -0.66
Cl 7.5782 3.9355 8.2359 0.0 0.0 0.0 0.54
H 6.4672 6.5697 8.7626 0.0 -0.1 -0.2 0.07
H 6.9590 7.4703 7.3184 0.0 -0.2 0.0 0.07
H 8.7705 5.9212 7.8730 -0.2 0.0 0.0 0.07
H 8.0072 5.3384 6.3842 -0.2 0.0 0.2 0.07
Cl 0.8780 -7.1286 -8.3909 0.0 0.0 -0.1 0.53
C 1.7405 -6.4093 -7.0084 0.2 0.2 0.3 -0.66
C 0.8337 -6.2194 -5.8024 0.3 -0.3 0.1 -0.63
Cl -0.3905 -4.9545 -6.0745 -0.1 -0.5 0.2 0.61
H 2.1786 -5.4617 -7.3367 -0.2 -0.2 0.1 0.07
H 2.5571 -7.0917 -6.7550 -0.2 0.1 0.0 0.07
H 1.4262 -5.9053 -4.9379 -0.1 0.0 -0.2 0.08
H 0.3130 -7.1453 -5.5395 0.0 0.2 -0.1 0.05
Cl -6.4637 -6.5516 5.2122 -0.1 0.0 0.0 0.53
C -6.0165 -5.0291 4.4033 0.2 0.3 -0.2 -0.67
C -5.8192 -3.8906 5.3920 0.3 -0.1 -0.2 -0.66
Cl -7.3505 -3.3828 6.1469 -0.1 0.0 0.1 0.53
H -6.7921 -4.7944 3.6677 0.1 0.0 0.3 0.07
H -5.0835 -5.2190 3.8647 -0.1 0.1 0.2 0.07
H -5.4159 -3.0150 4.8747 -0.1 -0.2 0.0 0.06
H -5.1220 -4.1654 6.1895 -0.2 0.0 -0.2 0.07
Cl -3.0128 -8.3127 -6.0845 0.0 0.0 0.0 0.52
C -3.5000 -9.7904 -5.2176 -0.1 -0.2 0.1 -0.68
C -4.9391 -10.1818 -5.5147 0.2 -0.2 -0.1 -0.67
Cl -6.1064 -9.0329 -4.8146 0.0 0.0 0.0 0.53
H -3.3397 -9.6253 -4.1477 -0.1 0.1 -0.3 0.03
H -2.8238 -10.5862 -5.5438 -0.2 0.1 0.0 0.07
H -5.1562 -11.1602 -5.0757 0.1 0.2 0.0 0.07
H -5.1264 -10.2429 -6.5912 0.1 0.1 0.2 0.07
```
Positions in Å, forces in eV/Å.

***

2.
Below is 2 unconnected molecules or ions with the total composition C9H13NO, with properties calculated with wB97M-V/def2-TZVPD.

Output
SMILES   Cc1ccccc1.CC(N)=O
Charge   0
LUMO level   0.790 eV
Frontier orbital gap   9.6662 eV
Highest occupied orbital energy   -8.88 eV
Relative energy (zero: lowest compared OMol25 entry of this formula, charge and spin)   11.9 kcal per mole

The geometry in XYZ format:
```
24
Properties=species:S:1:pos:R:3:forces:R:3:lowdin_charge:R:1
C -1.0815 1.7118 -0.8809 -1.2 2.1 -1.2 -0.07
C 0.2898 1.6238 -0.3741 0.7 -1.5 0.7 -0.29
C 0.7445 2.2944 0.7718 -0.1 -0.1 -0.3 -0.05
C 1.9981 2.0329 1.3327 -0.4 0.5 -1.2 -0.09
C 2.8294 1.1211 0.6942 0.1 0.5 0.6 -0.11
C 2.3961 0.4629 -0.4357 0.2 0.1 -0.2 -0.09
C 1.1258 0.6880 -0.9750 1.5 -0.7 0.8 -0.04
H -1.5770 0.8086 -1.1991 0.3 -0.5 0.3 0.04
H -1.0628 2.2964 -1.8210 0.0 0.0 0.2 0.10
H -1.7416 2.2962 -0.2318 0.0 -0.3 0.1 0.08
H 0.0761 3.0367 1.1936 0.1 0.0 0.2 0.10
H 2.4004 2.6773 2.0972 -0.2 -0.2 0.5 0.10
H 3.8269 0.9885 1.0971 0.0 -0.2 -0.2 0.10
H 3.1036 -0.1973 -0.9258 -0.3 -0.2 0.0 0.10
H 0.8878 -0.0365 -1.7425 -0.7 0.5 -0.3 0.10
C -1.1180 -3.2771 0.6818 0.1 -0.2 0.0 -0.01
C -1.2711 -2.2137 -0.3816 -2.0 0.9 0.0 -0.57
N -2.4332 -1.4681 -0.2067 0.2 0.0 0.5 0.14
O -0.6590 -2.1040 -1.4119 1.0 -0.3 -0.1 0.05
H -1.9469 -3.3061 1.3842 -0.3 0.1 -0.2 0.07
H -0.2446 -3.2078 1.3262 0.4 0.1 -0.5 0.08
H -1.1242 -4.1951 0.0960 0.3 -0.3 0.3 0.09
H -2.6511 -0.6973 -0.8178 0.3 -0.2 -0.2 0.08
H -2.7674 -1.3354 0.7290 -0.1 -0.1 0.2 0.09
```
Positions in Å, forces in eV/Å.

***

3.
Below is a molecular structure, C2H2FeO2P, with properties calculated with wB97M-V/def2-TZVPD.

Output
Spin multiplicity   6
Charge   0
<S²>   9.051
LUMO level (spin up / spin down)   -1.001 / -1.113 eV
Frontier orbital gap (spin up / spin down)   5.6882 / 7.2004 eV
Highest occupied orbital energy (spin up / spin down)   -6.69 / -8.31 eV
Relative energy (zero: lowest compared OMol25 entry of this formula, charge and spin)   45.1 kcal per mole

The geometry in XYZ format:
```
8
Properties=species:S:1:pos:R:3:forces:R:3:mulliken_spin:R:1
P -1.5351 -1.8288 -1.5877 -1.0 2.0 1.2 0.49
O -2.3288 -0.7136 -0.7283 0.9 -1.2 -1.3 0.15
O 1.0388 -0.7536 -0.9770 1.6 2.9 4.0 0.07
C 1.4063 0.0925 -0.0056 0.2 -2.3 -4.4 0.49
C 0.7720 0.7050 1.0587 -1.8 0.4 0.1 0.32
H 0.9394 0.3917 2.0945 -0.4 -0.2 -0.5 -0.01
H 0.4094 1.7461 0.9309 1.3 -0.3 0.2 -0.02
Fe -0.7019 0.3608 -0.7855 -0.8 -1.4 0.6 3.51
```
Positions in Å, forces in eV/Å.

***

4.
Below is 10 unconnected molecules or ions with the total composition C32H60O30, with properties calculated with wB97M-V/def2-TZVPD.

Output
SMILES   C[C@H]1COC(=O)O1.C[C@H]1COC(=O)O1.COC(=O)OC.COC(=O)OC.COC(=O)OC.COC(=O)OC.COC(=O)OC.COC(=O)OC.COC(=O)OC.COC(=O)OC
Charge   0
LUMO level   0.291 eV
Frontier orbital gap   9.5070 eV
Highest occupied orbital energy   -9.22 eV
Relative energy (zero: lowest compared OMol25 entry of this formula, charge and spin)   205.1 kcal per mole

The geometry in XYZ format:
```
122
Properties=species:S:1:pos:R:3:forces:R:3:lowdin_charge:R:1
C 12.3983 17.8185 5.3711 -1.6 -3.0 1.8 0.04
C 12.6806 16.3129 5.4538 2.3 1.9 -1.8 -0.30
C 12.8368 15.5981 6.7717 0.2 0.5 -0.5 -0.04
O 12.2876 14.3233 6.4130 0.8 0.0 1.8 0.09
C 11.4664 14.4902 5.3959 -0.9 -3.0 -0.9 -0.59
O 10.7642 13.5834 4.9946 0.2 1.0 0.2 0.13
O 11.6425 15.6471 4.8350 -3.3 0.1 -1.0 0.10
H 11.5133 17.9502 5.9912 -0.1 0.6 0.1 0.09
H 12.2075 18.0833 4.3887 -0.4 0.5 -2.0 0.05
H 13.1972 18.3460 5.7284 2.0 1.5 1.1 0.07
H 13.4165 16.0535 4.6709 1.2 0.4 1.2 0.16
H 12.3285 16.0752 7.5786 -1.4 0.3 0.5 0.11
H 13.8268 15.5662 7.1853 0.8 -0.7 -0.5 0.14
C 8.9039 9.6308 5.9379 -1.5 0.8 0.8 0.00
C 8.7696 11.1374 5.9348 -2.5 0.0 -2.3 -0.32
C 8.0524 11.6988 4.6645 0.2 -2.2 -0.8 -0.03
O 6.9236 12.4533 5.1911 1.3 0.6 -4.4 0.10
C 6.8347 12.3206 6.4545 -0.9 -0.4 2.3 -0.63
O 5.9585 12.8091 7.1231 0.8 -0.4 0.0 0.15
O 7.7898 11.4860 6.8833 0.2 0.1 2.9 0.08
H 9.4665 9.2595 5.1442 0.5 -0.6 -1.9 0.07
H 7.9271 9.1241 6.1068 0.6 0.5 -0.6 0.12
H 9.4895 9.3655 6.7501 1.1 -0.6 2.0 0.05
H 9.6549 11.7061 6.0379 1.0 0.3 0.6 0.09
H 7.6763 10.8005 4.0873 -0.1 1.1 0.5 0.14
H 8.7724 12.1885 3.9823 -0.9 0.7 0.6 0.12
C 7.1415 13.9603 9.8548 -3.4 2.3 -1.3 -0.07
O 8.4075 14.1094 9.3227 2.9 -2.2 0.4 -0.01
C 9.2402 13.0733 9.4569 0.7 -6.4 2.6 -0.34
O 9.1383 11.8871 10.2510 0.1 8.0 -4.9 -0.06
O 10.3112 13.2241 8.5893 -2.9 0.1 0.8 -0.05
C 10.9747 12.0132 8.3067 3.5 -1.2 -0.1 -0.08
H 6.5932 14.7564 9.2725 0.3 -0.5 1.0 0.12
H 6.9314 14.0952 10.8868 1.0 0.4 1.2 0.09
H 6.5801 13.1114 9.5829 0.2 -1.6 -0.7 0.08
H 11.4069 11.6685 9.2927 -0.6 -0.3 -1.3 0.11
H 11.8630 12.2873 7.6403 -1.2 0.0 1.0 0.10
H 10.5014 11.1856 7.6946 -0.3 1.3 1.5 0.09
C 6.9831 11.2224 0.5516 -2.3 -0.1 -0.3 -0.07
O 8.1896 11.9157 0.5905 0.7 1.6 1.3 0.02
C 8.1618 12.9847 1.3880 -5.3 4.4 0.8 -0.37
O 6.9341 13.6315 1.8159 7.8 -4.0 -2.1 -0.08
O 9.3958 13.4873 1.4958 -0.7 -2.7 -0.2 0.01
C 9.6089 14.7358 2.0563 -3.2 2.9 0.7 -0.05
H 6.8523 10.6847 1.4562 0.0 -0.8 0.9 0.08
H 6.9591 10.5530 -0.2879 0.4 -0.2 -0.3 0.10
H 6.0873 11.8653 0.5039 0.7 0.1 -0.2 0.10
H 10.5722 15.1902 1.9014 0.6 -0.9 0.0 0.08
H 9.2288 14.8594 3.0987 0.8 -0.6 -0.6 0.10
H 8.8868 15.3738 1.5065 0.5 0.2 0.2 0.09
C 5.4316 19.1066 7.1009 -1.2 -0.6 0.0 -0.01
O 5.9169 17.7924 6.8272 1.5 -3.2 -1.2 -0.05
C 5.4775 17.1412 5.7187 -3.9 4.7 -6.1 -0.41
O 4.8754 17.8712 4.7098 3.2 -3.7 5.6 -0.04
O 5.5934 15.8266 5.5735 0.9 0.7 2.3 -0.02
C 4.9331 15.1246 4.4824 -1.4 -0.2 0.7 0.02
H 4.3894 18.8257 7.0606 -0.8 1.5 0.5 0.11
H 5.6681 19.9061 6.4263 0.3 -0.2 -0.9 0.07
H 5.7956 19.4422 8.0727 -0.1 -0.7 0.1 0.10
H 4.7780 14.0456 4.7108 0.8 0.9 0.6 0.10
H 5.5789 15.1602 3.6217 -0.3 0.4 -0.5 0.07
H 3.8980 15.5250 4.4594 0.9 0.2 -0.9 0.11
C 3.1567 18.1944 -1.0336 -1.9 -2.1 -2.1 -0.03
O 4.5607 17.8342 -0.9378 -0.4 -0.2 0.4 0.03
C 5.0716 17.9657 0.2419 -2.8 2.7 8.9 -0.43
O 4.3801 18.5579 1.3402 4.1 -3.2 -6.7 -0.09
O 6.2635 17.3838 0.4405 -0.3 1.0 -1.1 0.01
C 6.8927 17.3385 1.7619 -0.9 3.3 0.6 0.00
H 2.4592 18.2326 -0.1889 1.5 0.7 0.6 0.10
H 2.6214 17.3351 -1.5880 1.4 1.0 0.3 0.11
H 3.1129 19.0275 -1.7167 -0.1 0.5 0.3 0.09
H 7.9754 17.5384 1.7806 -0.6 -0.2 -1.0 0.07
H 6.6796 16.3894 2.0656 -0.2 -2.7 1.1 0.04
H 6.4370 18.0446 2.5383 0.1 -0.8 -1.5 0.11
C 8.5926 15.5772 6.5321 -1.3 0.3 3.5 -0.05
O 8.7123 16.1108 5.2749 1.3 1.4 -2.4 0.02
C 9.0276 17.3803 5.0908 -2.0 4.9 5.2 -0.39
O 8.8998 18.3872 6.0840 1.2 -6.1 -6.0 -0.04
O 9.2726 17.6359 3.8026 0.6 -1.8 1.8 -0.04
C 9.3973 18.9861 3.5063 -1.2 1.8 -1.9 -0.08
H 8.5910 14.4885 6.5288 0.0 0.2 -0.5 0.10
H 7.6881 15.9803 7.0207 -0.1 -0.6 -0.5 0.10
H 9.3038 15.9258 7.2813 0.9 0.0 -0.6 0.10
H 8.3832 19.4065 3.6957 0.9 0.3 -0.5 0.11
H 9.7196 19.0741 2.4268 -0.7 -0.2 1.1 0.11
H 10.1191 19.5328 4.0696 0.5 0.0 0.8 0.09
C 16.4229 15.7200 2.1357 1.3 -1.8 -3.2 -0.06
O 15.2473 16.3228 2.4723 -1.6 2.4 2.2 0.02
C 14.2631 16.4448 1.6493 1.7 -6.2 -9.7 -0.51
O 14.2663 15.7224 0.4248 -0.4 3.9 6.8 -0.09
O 13.3872 17.2826 1.9441 -2.0 2.5 2.7 0.04
C 12.1398 17.4533 1.2742 -1.2 -3.1 -1.8 0.00
H 16.4914 14.8303 2.7173 0.3 -0.8 0.3 0.09
H 17.3099 16.3068 2.2744 0.0 0.9 0.6 0.09
H 16.4029 15.4862 1.0269 0.0 -0.1 1.3 0.12
H 12.1751 18.3129 0.6275 0.2 0.3 -0.1 0.10
H 11.2209 17.4644 1.9092 1.4 0.3 0.4 0.08
H 11.9760 16.4987 0.6413 0.5 1.7 0.6 0.12
C 0.9789 21.3066 5.6027 -2.1 -1.9 1.7 -0.08
O 2.3430 21.3851 5.8101 3.0 0.8 -0.1 -0.01
C 3.1206 21.1505 4.7568 -2.1 -2.9 -7.3 -0.42
O 2.6120 20.6323 3.5765 3.0 3.2 6.9 -0.04
O 4.4235 21.4563 4.9075 -3.2 0.5 0.4 -0.04
C 5.3646 21.0683 3.8869 0.4 -0.5 0.2 -0.04
H 0.4949 21.3724 6.6219 0.7 -0.3 -0.9 0.11
H 0.7737 20.3065 5.1652 -0.3 0.9 0.0 0.11
H 0.5455 22.1322 5.0915 0.1 0.5 -1.1 0.08
H 5.1498 21.1692 2.7837 -0.4 0.4 1.5 0.12
H 5.4950 20.0255 4.1306 0.4 -0.6 -0.6 0.05
H 6.2114 21.6366 4.2765 0.3 -0.1 -0.8 0.09
C 11.8828 15.4568 10.8313 2.3 -3.4 -0.9 -0.06
O 10.5666 15.7759 10.5646 -1.3 0.6 0.8 0.03
C 10.1607 16.8363 9.9425 2.9 5.7 -4.3 -0.44
O 10.9363 17.6924 9.2027 -3.7 -5.0 4.1 -0.04
O 8.8429 17.0364 10.0868 2.6 -3.3 1.5 0.01
C 8.2671 18.0482 9.3903 0.4 3.8 0.5 -0.08
H 11.9970 14.9609 11.8019 -0.9 -0.2 -0.2 0.11
H 12.7317 16.0872 10.8717 -0.1 2.3 -0.4 0.08
H 12.2205 14.7210 10.0359 -0.5 0.5 0.9 0.11
H 8.1008 18.8979 10.1232 0.1 -0.7 -0.9 0.13
H 7.3328 17.7523 9.0356 -1.4 -0.7 -0.8 0.06
H 8.9497 18.3798 8.6220 -0.2 0.2 -0.5 0.08
```
Positions in Å, forces in eV/Å.

***

Across the entries above, energy takes the values -346963.3705 -13081.5562 -49871.1299 -95567.7475 eV, respectively.